1.
A cluster of 2 separate species, C3H6NO4 in total in a non-equilibrium geometry, computed with wB97M-V/def2-TZVPD.

```
14
Properties=species:S:1:pos:R:3:forces:R:3
C -1.473198 -0.034995 0.934436 0.24 0.14 0.41
N -0.564410 -0.947840 0.524796 -0.83 -0.06 0.10
C 0.859525 -0.748908 0.564764 0.43 0.01 -0.35
C 1.448714 -0.427087 -0.844957 -0.71 -0.06 -0.92
O 2.673939 -0.330119 -0.962234 0.21 -0.03 0.54
O 0.579597 -0.323946 -1.763441 0.21 -0.06 0.19
O -1.279849 0.872564 1.720476 -0.02 -0.18 0.21
H -2.467224 -0.225428 0.497076 -0.08 -0.01 0.03
H -0.922309 -1.527814 -0.218873 0.40 0.11 -0.18
H 1.090708 0.070209 1.239467 -0.04 -0.02 0.13
H 1.346020 -1.654643 0.920196 0.16 -0.01 0.17
H -0.024651 2.184867 -0.326303 0.15 -0.28 -0.04
H -0.494680 1.172942 -1.421618 0.64 -0.15 0.20
O -0.772181 1.920202 -0.863788 -0.75 0.59 -0.48
```
Forces are in eV/Å.

## Properties
energy above the lowest of the compared OMol25 structures with the same formula, charge and spin: 1.259 eV
HOMO: -4.7 eV
total charge: -1
multiplicity: 1
energy: -12890.8109 eV
gap between HOMO and LUMO: 0.3173 Ha

Atomic partial charges in e from the natural (NBO) method, atoms 1 to 2: C 0.5555; N -0.6058

2.
A structure of composition C4H5NO3 in a non-equilibrium geometry, computed with wB97M-V/def2-TZVPD.

```
13
Properties=species:S:1:pos:R:3:forces:R:3
C 0.171053 -0.683443 -0.073812 9.49 -0.42 4.65
C -1.855307 0.213934 0.354573 -1.18 -2.48 -1.52
C -0.920866 1.322472 -0.005562 -2.38 1.15 -0.31
C 0.314762 0.757998 -0.340594 4.67 3.19 -0.15
H 2.964891 -1.624335 -0.048098 -2.54 4.22 2.69
H -2.427984 0.129902 1.423175 1.67 0.38 -2.90
H -2.406575 0.013019 -0.600169 -1.12 0.67 1.49
H -1.237788 2.270333 0.375419 0.79 0.60 0.48
H 1.292688 1.334385 0.020163 -2.05 -1.74 -1.28
N 1.138172 -1.312387 0.808491 -3.18 2.09 -4.46
O 2.357548 -0.720276 0.500595 3.67 -4.38 -2.51
O -0.969634 -1.033371 0.125920 -7.44 -1.32 1.38
O -0.439199 1.428351 -1.431210 -0.41 -1.96 2.42
```
Forces are in eV/Å.

## Properties
energy above the lowest of the compared OMol25 structures with the same formula, charge and spin: 7.869 eV
HOMO: -8.8 eV
multiplicity: 1
energy: -11854.1319 eV
gap between HOMO and LUMO: 0.3331 Ha

Atomic partial charges in e from the natural (NBO) method, atoms 1 to 2: C 0.4654; C -0.1402

3.
A cluster of 11 separate species, C35H89N3O22 in total in a non-equilibrium geometry, computed with wB97M-V/def2-TZVPD.

```
149
Properties=species:S:1:pos:R:3:forces:R:3
C -0.651155 0.883465 -1.589785 0.69 1.40 -0.86
N -0.600535 0.280615 -0.235895 0.46 -1.41 -0.19
O 0.079955 0.772935 0.643965 -0.53 0.16 -0.53
O -1.203745 -0.783915 -0.144035 0.11 0.76 0.25
H -1.566855 1.465015 -1.696515 -0.18 -0.51 0.04
H -0.480325 0.161755 -2.388555 -0.67 -0.43 0.53
H 0.151565 1.600995 -1.759785 0.13 0.04 0.77
C -0.747055 -4.440095 5.561775 -0.33 -0.71 -0.55
N 0.435515 -5.381975 5.668455 -2.17 -2.19 1.09
O 1.524005 -4.892735 5.528465 0.12 -0.73 0.06
O 0.126785 -6.602065 5.925225 1.57 3.47 -0.83
H -0.846985 -3.800675 6.438855 0.53 -0.05 -0.13
H -1.643245 -5.055325 5.481585 0.22 -0.01 0.05
H -0.605495 -3.894335 4.628935 0.07 0.22 0.32
C -3.620545 5.064805 -5.695535 -0.55 0.57 1.64
N -4.824545 4.234405 -5.866655 -0.38 0.31 -0.99
O -4.654445 3.451015 -6.788785 -1.43 -0.50 0.59
O -5.832285 4.433185 -5.178785 1.49 -0.75 -1.17
H -2.842685 4.341195 -5.451765 0.19 0.46 -0.12
H -3.911285 5.690915 -4.852005 0.74 0.25 -0.02
H -3.433685 5.649615 -6.596185 -0.04 -0.34 0.09
C -7.502595 -7.882135 0.523735 -0.88 -2.04 -0.10
O -6.527155 -6.967305 0.254135 1.19 -0.42 0.68
C -6.853565 -5.799425 -0.364955 0.37 2.14 -1.47
C -6.351645 -4.616775 0.470445 -1.65 -1.47 0.53
O -7.343805 -4.493575 1.520035 0.94 0.99 0.30
C -6.870205 -3.589785 2.553345 0.14 -0.72 -1.27
H -7.902935 -8.365855 -0.367245 -0.27 0.32 -0.59
H -8.357645 -7.573675 1.125255 0.14 0.55 0.18
H -7.034645 -8.743525 1.000325 0.17 0.24 0.47
H -7.882645 -5.724175 -0.716285 -0.45 0.06 0.76
H -6.332305 -5.688185 -1.315745 0.55 -0.42 -0.33
H -6.170965 -3.717445 -0.118325 -0.45 0.31 0.05
H -5.386425 -4.959515 0.843255 0.14 0.14 0.43
H -6.037305 -4.077005 3.060295 0.13 0.15 0.22
H -7.643635 -3.327485 3.275215 -0.15 -0.22 -0.32
H -6.515425 -2.711685 2.013745 0.09 0.40 0.45
C 3.692035 10.028185 7.244675 -0.42 0.45 -0.25
O 4.059765 9.639805 5.931695 -0.66 -0.57 0.72
C 4.708975 8.369495 5.974925 -0.94 0.51 -1.02
C 4.446135 7.619155 4.660715 0.05 -0.18 1.14
O 3.074045 7.202095 4.576855 0.56 0.04 0.08
C 2.862345 6.313375 3.505825 -0.23 -0.69 -0.70
H 3.016915 10.883185 7.208785 0.53 0.46 -0.35
H 4.593785 10.235775 7.820745 -0.09 0.14 0.32
H 3.047975 9.320055 7.766055 0.34 -0.73 -0.05
H 4.315455 7.725455 6.761335 -0.15 0.13 0.27
H 5.757565 8.583045 6.182175 0.34 -0.52 -0.29
H 5.046975 6.719195 4.791705 0.33 -0.20 -0.56
H 4.759865 8.202445 3.795005 -0.06 -0.02 -0.13
H 3.732525 5.726645 3.211495 0.57 0.42 0.02
H 2.451905 6.796405 2.619085 0.24 0.42 -0.11
H 2.160745 5.500145 3.691625 -0.42 0.33 0.90
C 5.343895 -0.278835 1.203315 1.15 -0.28 -1.89
O 6.325265 0.766465 1.141485 -1.35 0.03 1.06
C 7.080405 0.896645 -0.038325 -1.34 -0.42 -0.27
C 6.280355 1.151195 -1.411055 1.22 -0.89 0.06
O 5.437605 0.172665 -2.050515 -1.03 -0.07 1.48
C 6.056975 -1.040375 -2.488385 0.07 1.28 0.16
H 5.824935 -1.198665 0.870755 0.35 -0.56 0.51
H 4.657495 -0.162235 0.364655 -0.80 0.44 0.51
H 4.907895 -0.427735 2.191165 0.11 0.54 -0.21
H 7.763425 0.047495 -0.061195 0.22 -0.15 -0.54
H 7.627385 1.798855 0.235415 0.36 0.07 -0.89
H 7.032995 1.278495 -2.189155 0.62 0.83 0.26
H 5.713005 2.069935 -1.262325 -0.25 -0.24 -0.24
H 5.324685 -1.842825 -2.577405 -0.10 0.17 0.38
H 6.843735 -1.278615 -1.772595 0.16 -0.48 -0.36
H 6.414795 -0.836995 -3.497685 0.59 -0.28 -0.05
C 1.429435 5.618155 -5.233545 1.41 -0.54 0.51
O 1.433585 4.302225 -5.788925 0.61 0.57 -0.75
C 2.561645 3.999325 -6.626315 -1.53 -1.38 -1.14
C 2.262585 2.672395 -7.449415 -0.02 2.14 -0.36
O 1.446605 2.818685 -8.654465 0.60 -0.59 0.79
C 0.082265 3.075095 -8.392435 -0.25 0.92 1.37
H 2.452985 5.938075 -5.038365 0.42 -0.33 0.55
H 0.921585 5.501855 -4.276125 -0.26 0.56 -0.23
H 1.142735 6.474875 -5.843405 -1.13 -0.47 -0.49
H 3.487505 3.781425 -6.093945 -0.07 0.17 0.63
H 2.788115 4.767165 -7.366075 -0.22 0.39 0.05
H 1.865615 1.933525 -6.753295 -0.05 -0.25 -0.21
H 3.269385 2.457445 -7.807535 -0.23 -0.71 -0.19
H -0.026365 4.137435 -8.173935 -0.15 0.25 0.02
H -0.243825 2.574595 -7.480695 0.00 -0.28 0.12
H -0.672955 2.852085 -9.146095 0.84 -0.44 -0.64
C -2.553325 -9.903295 -6.736115 0.00 -0.59 0.91
O -1.735575 -9.076845 -7.526505 -0.80 -0.73 -0.12
C -0.971725 -8.113865 -6.849165 -0.65 0.13 -0.31
C -1.810015 -7.017295 -6.171735 1.11 0.85 -0.08
O -1.051355 -5.750535 -6.268545 -2.67 -0.91 -0.30
C 0.067195 -5.750855 -5.484475 1.60 -0.70 0.82
H -2.008355 -10.480565 -5.989205 0.75 -0.10 0.02
H -3.071715 -10.664835 -7.318725 0.09 0.42 -0.48
H -3.289485 -9.410485 -6.101055 -0.30 0.66 -0.37
H -0.376425 -7.700765 -7.663465 0.19 0.35 0.35
H -0.331615 -8.566835 -6.092085 0.22 -0.28 -0.05
H -2.008665 -7.313715 -5.141795 0.37 0.36 0.46
H -2.816485 -6.882415 -6.567885 0.36 0.23 -0.71
H 0.620195 -4.814555 -5.559585 -0.24 0.05 -0.23
H 0.729915 -6.568665 -5.767475 0.50 0.03 -0.25
H -0.099415 -5.952235 -4.426275 -0.53 0.23 0.36
C -1.691965 1.384695 7.476275 0.02 -0.71 0.41
O -1.598035 0.663155 8.700675 0.24 0.81 1.12
C -1.610435 1.507775 9.857745 -1.11 -0.66 1.69
C -1.080805 0.838235 11.164585 1.80 -0.78 -1.34
O -0.647665 1.754195 12.123295 -1.93 1.90 1.59
C -1.723585 2.593725 12.728395 0.75 0.19 -1.79
H -1.439925 0.663745 6.698575 0.24 0.18 -0.04
H -0.986615 2.215045 7.509565 -0.10 0.14 -0.36
H -2.714695 1.700385 7.270205 -0.08 0.37 0.17
H -2.602575 1.693445 10.269185 -1.00 0.20 -1.16
H -1.217205 2.520395 9.767935 0.78 -0.20 -0.58
H -0.157995 0.291795 10.969835 0.08 -0.16 -0.39
H -1.749185 0.070265 11.553935 -0.56 0.24 0.09
H -2.284965 3.149945 11.977675 -0.18 -0.47 -0.76
H -1.286415 3.481485 13.185405 0.49 -0.79 0.91
H -2.489805 2.058455 13.289205 0.57 -0.27 0.44
C -2.325705 8.289335 -0.493365 0.48 -0.13 -1.10
O -3.250255 7.223485 -0.684545 0.09 2.00 -0.05
C -3.756895 6.907195 0.565835 -1.06 -2.09 0.43
C -4.940385 5.923275 0.395095 1.53 2.17 1.83
O -4.357595 4.730225 0.118885 -1.77 -3.50 -1.05
C -5.431425 3.735045 0.078205 0.93 -0.72 0.09
H -2.114965 8.798805 -1.433645 -0.48 -0.03 -0.22
H -1.345775 7.889185 -0.233095 0.04 -0.02 0.72
H -2.711135 9.023435 0.214195 0.20 -0.04 0.13
H -4.039695 7.655705 1.306025 -0.22 1.17 -0.80
H -2.962725 6.394665 1.108685 0.04 -0.59 0.25
H -5.705665 6.233705 -0.316285 0.05 0.19 -0.18
H -5.343555 5.852145 1.405285 -0.77 0.19 0.21
H -5.918085 3.499755 1.024735 0.34 0.70 0.71
H -5.007645 2.766285 -0.186395 0.22 0.24 -0.46
H -6.280085 3.961565 -0.567215 0.39 0.44 -0.54
C 2.750505 -5.453995 -0.647095 -0.18 0.88 0.82
O 3.801135 -6.033615 -1.365655 0.40 2.01 -0.32
C 3.998255 -7.398615 -1.530285 0.24 0.67 -0.51
C 5.281995 -7.605315 -2.388035 -0.35 -0.82 1.04
O 5.023155 -7.468855 -3.747775 0.26 0.62 -1.63
C 6.171065 -7.238815 -4.595115 -0.40 0.31 0.47
H 2.848225 -5.386345 0.436405 1.15 -0.26 0.43
H 1.726345 -5.826235 -0.621675 -0.13 -0.73 -1.41
H 2.756085 -4.413915 -0.973145 -0.35 -0.05 -0.11
H 3.115205 -7.690045 -2.098965 0.03 -1.27 0.25
H 4.125565 -7.757735 -0.509045 -0.09 -1.16 -0.22
H 5.642665 -8.623515 -2.242095 -0.02 -0.37 0.37
H 6.081905 -6.972675 -2.003305 -0.04 0.53 -0.13
H 6.582895 -6.247405 -4.406445 0.15 0.08 0.29
H 5.906825 -7.232165 -5.652585 -0.65 -0.19 0.21
H 6.965695 -7.979135 -4.502435 -0.05 -0.23 0.43
```
Forces are in eV/Å.

## Properties
energy above the lowest of the compared OMol25 structures with the same formula, charge and spin: 5.226 eV
HOMO: -9.2 eV
multiplicity: 1
structure (SMILES): C[N+](=O)[O-].C[N+](=O)[O-].C[N+](=O)[O-].COCCOC.COCCOC.COCCOC.COCCOC.COCCOC.COCCOC.COCCOC.COCCOC
energy: -87228.8215 eV
gap between HOMO and LUMO: 0.3385 Ha

Atomic partial charges in e from the Löwdin method, atoms 1 to 2: C 0.0287; N -0.4386

Among the records above, which one has the highest energy?
C4H5NO3

Number 1 is which compound?
C3H6NO4